[1]
{"formula": "C21H26N2O5S", "method": "wB97M-V/def2-TZVPD", "elements": ["C", "O", "C", "C", "N", "C", "C", "O", "C", "C", "O", "C", "C", "C", "C", "S", "C", "C", "C", "C", "C", "C", "C", "C", "C", "N", "O", "O", "C", "H", "H", "H", "H", "H", "H", "H", "H", "H", "H", "H", "H", "H", "H", "H", "H", "H", "H", "H", "H", "H", "H", "H", "H", "H", "H"], "positions_angstrom": [[-7.612, -0.795, 0.946], [-6.477, -1.469, 0.467], [-5.331, -0.655, 0.417], [-4.152, -1.537, -0.003], [-2.915, -0.801, -0.158], [-2.748, 0.002, -1.351], [-2.987, 1.517, -1.140], [-1.814, 2.271, -0.961], [-1.095, 2.546, -2.137], [-2.019, -0.832, 0.864], [-2.206, -1.461, 1.884], [-0.761, -0.046, 0.644], [0.264, -0.536, -0.167], [1.422, 0.181, -0.367], [1.607, 1.432, 0.230], [3.009, 2.428, -0.027], [4.074, 1.405, -1.130], [4.590, 0.146, -0.505], [5.042, 0.141, 0.808], [5.526, -1.019, 1.379], [5.577, -2.206, 0.656], [6.121, -3.454, 1.278], [5.131, -2.195, -0.659], [4.641, -1.036, -1.233], [0.583, 1.896, 1.075], [0.707, 3.153, 1.710], [1.698, 3.820, 1.436], [-0.156, 3.515, 2.484], [-0.579, 1.159, 1.287], [-7.454, -0.426, 1.967], [-8.426, -1.516, 0.942], [-7.872, 0.055, 0.302], [-5.127, -0.210, 1.403], [-5.482, 0.163, -0.307], [-4.402, -2.040, -0.941], [-3.993, -2.290, 0.771], [-3.455, -0.374, -2.092], [-1.738, -0.137, -1.745], [-3.566, 1.671, -0.227], [-3.555, 1.918, -1.992], [-1.727, 3.047, -2.879], [-0.672, 1.639, -2.587], [-0.282, 3.209, -1.848], [0.151, -1.499, -0.646], [2.190, -0.238, -0.993], [4.900, 2.090, -1.335], [3.547, 1.217, -2.065], [5.007, 1.054, 1.385], [5.871, -1.007, 2.403], [5.794, -3.544, 2.312], [7.211, -3.428, 1.274], [5.801, -4.336, 0.729], [5.163, -3.105, -1.242], [4.303, -1.051, -2.261], [-1.331, 1.567, 1.944]], "atomic_forces_ev_per_a": [[-0.1, 0.1, 0.0], [0.3, -0.1, -0.1], [0.2, 0.0, -0.1], [-0.4, -0.2, 0.3], [-0.2, -0.1, 0.0], [0.1, 0.5, -0.1], [-0.1, -0.1, -0.2], [0.0, 0.1, 0.1], [0.0, 0.0, -0.1], [0.2, 0.1, -0.2], [0.0, -0.1, 0.4], [0.4, 0.0, 0.2], [-0.3, 0.1, 0.2], [0.0, 0.1, 0.0], [-0.2, 0.2, 0.2], [1.0, -0.1, -0.8], [-0.6, 0.3, 0.3], [0.1, -0.2, 0.0], [0.0, 0.0, 0.0], [0.0, 0.0, -0.1], [0.0, 0.0, 0.0], [0.1, 0.0, 0.0], [0.0, 0.0, 0.1], [0.1, 0.2, 0.0], [-0.1, -1.4, -0.7], [0.0, 1.0, 0.5], [-0.4, 0.2, 0.3], [-0.1, 0.1, 0.1], [0.2, 0.0, 0.0], [0.0, 0.0, 0.0], [-0.1, 0.1, 0.0], [0.0, 0.0, 0.0], [0.0, 0.0, -0.1], [0.0, 0.0, 0.1], [0.0, 0.0, 0.0], [-0.1, 0.1, -0.2], [0.1, 0.0, 0.0], [-0.2, 0.0, -0.1], [-0.1, -0.1, -0.1], [0.0, 0.0, 0.1], [0.0, 0.0, 0.0], [0.0, 0.0, 0.0], [0.1, 0.0, -0.1], [0.0, -0.1, -0.1], [0.1, 0.0, 0.0], [-0.1, 0.0, -0.1], [0.1, -0.1, -0.1], [0.0, 0.1, 0.1], [0.0, 0.0, 0.1], [0.0, -0.1, 0.1], [0.1, -0.1, 0.0], [0.0, -0.1, 0.0], [0.0, -0.1, 0.0], [-0.1, 0.0, -0.1], [-0.1, 0.0, 0.0]], "mulliken_charge": [-0.72, -0.35, -0.20, -1.13, 0.26, -0.91, -0.56, -0.21, -0.76, -0.13, -0.66, 0.27, -0.77, -0.41, 1.45, 0.04, -0.86, 0.32, -0.42, -0.76, 0.95, -1.43, -0.77, -0.25, -0.81, 1.11, -0.67, -0.68, -0.30, 0.30, 0.26, 0.29, 0.36, 0.29, 0.34, 0.38, 0.41, 0.44, 0.41, 0.29, 0.36, 0.29, 0.23, 0.53, 0.20, 0.46, 0.38, 0.45, 0.38, 0.37, 0.28, 0.36, 0.34, 0.40, 0.58], "smiles": "COCCN(CCOC)C(=O)c1ccc(SCc2ccc(C)cc2)c([N+](=O)[O-])c1", "total_charge": 0, "multiplicity": 1, "orbital_gap_ev": 8.02, "e_lumo_ev": -0.47, "homo_energy_ev": -8.493, "e_above_lowest_kj_mol": 598.8}

---

[2]
{"formula": "C16H11N5O5S3Zr", "method": "wB97M-V/def2-TZVPD", "elements": ["Zr", "S", "C", "C", "N", "C", "S", "C", "N", "C", "C", "C", "C", "C", "C", "C", "S", "O", "O", "N", "C", "C", "C", "C", "C", "N", "H", "H", "H", "H", "H", "H", "H", "H", "H", "H", "H", "O", "N", "O", "O"], "positions_angstrom": [[2.199, 0.423, -0.152], [2.281, -0.175, 2.284], [3.733, 0.588, 2.890], [4.087, 0.294, 4.239], [4.379, 0.029, 5.320], [4.521, 1.404, 2.146], [4.229, 1.751, 0.454], [5.651, 2.046, 2.731], [6.550, 2.591, 3.198], [-5.058, -3.743, -1.896], [-3.713, -3.124, -1.638], [-2.941, -3.520, -0.548], [-1.748, -2.887, -0.252], [-1.322, -1.863, -1.082], [-2.043, -1.473, -2.202], [-3.234, -2.117, -2.477], [-0.064, -0.771, -0.553], [1.140, -1.461, -0.022], [0.435, 0.077, -1.653], [-0.777, 0.098, 0.534], [-0.471, 1.416, 0.702], [-1.467, 2.286, 1.180], [-1.189, 3.619, 1.326], [0.082, 4.105, 0.996], [1.021, 3.218, 0.551], [0.770, 1.894, 0.423], [-5.473, -4.156, -0.978], [-4.988, -4.549, -2.629], [-5.749, -2.997, -2.286], [-3.292, -4.318, 0.094], [-1.151, -3.171, 0.606], [-1.666, -0.676, -2.831], [-3.817, -1.818, -3.339], [-2.435, 1.858, 1.394], [-1.952, 4.297, 1.686], [0.323, 5.153, 1.084], [2.021, 3.531, 0.286], [3.222, -0.393, -1.681], [2.775, 0.535, -2.448], [2.643, 0.385, -3.623], [2.487, 1.612, -1.835]], "atomic_forces_ev_per_a": [[1.1, -0.2, 4.4], [0.7, -0.2, 0.2], [-0.1, 0.3, -0.4], [0.1, -0.1, 0.4], [-0.1, 0.0, -0.1], [-0.3, -0.2, 0.0], [0.2, -0.1, 0.4], [0.3, 0.1, 0.2], [0.0, 0.0, -0.1], [0.1, 0.0, 0.0], [0.0, 0.1, 0.0], [0.0, 0.0, 0.0], [0.2, 0.0, 0.0], [0.1, 0.1, 0.1], [0.2, 0.0, -0.1], [0.0, -0.1, 0.1], [-2.4, 0.3, 0.4], [-0.4, -1.0, 0.2], [-0.3, -0.3, -0.2], [0.3, -0.8, -0.5], [0.2, 0.6, 0.0], [0.1, -0.3, 0.0], [0.1, 0.0, 0.0], [-0.1, 0.0, 0.0], [-0.1, 0.1, 0.0], [-1.6, 1.3, 0.2], [0.0, 0.0, 0.0], [0.0, 0.0, 0.0], [0.0, 0.0, 0.0], [0.0, 0.0, 0.0], [-0.1, 0.0, 0.0], [-0.1, 0.0, 0.0], [0.0, 0.0, 0.0], [0.0, 0.1, 0.0], [0.0, 0.0, 0.0], [0.0, 0.0, 0.0], [0.0, 0.0, 0.0], [0.8, -0.9, -1.6], [0.8, 0.1, -3.2], [0.1, 0.2, 0.7], [0.3, 1.0, -1.2]], "mulliken_charge": [0.33, -0.35, 0.69, -0.23, -0.44, 0.72, -0.41, -0.18, -0.44, -1.40, 0.88, -0.81, -0.65, 0.14, -0.58, -0.76, 1.97, -0.70, -0.58, -0.32, 0.44, -0.69, -0.17, -0.90, -0.19, 0.27, 0.37, 0.30, 0.37, 0.38, 0.45, 0.46, 0.38, 0.49, 0.41, 0.42, 0.46, -0.48, 1.35, -0.57, -0.44], "total_charge": 0, "multiplicity": 1, "orbital_gap_ev": 7.11, "e_lumo_ev": -1.14, "homo_energy_ev": -8.248, "e_above_lowest_kj_mol": 144.9}

---

[3]
{"formula": "HNO4", "method": "wB97M-V/def2-TZVPD", "elements": ["N", "O", "O", "O", "O", "H"], "positions_angstrom": [[-0.911, 0.429, -0.401], [-1.708, 0.799, 0.404], [-0.911, 0.195, -1.560], [0.813, -0.675, 0.229], [1.395, -0.776, 1.432], [1.321, 0.029, -0.104]], "atomic_forces_ev_per_a": [[-0.2, -0.7, 1.1], [0.9, -0.2, -0.9], [0.0, 0.3, 0.3], [-0.7, -1.2, 1.6], [-1.1, -0.1, -0.5], [1.1, 1.8, -1.6]], "mulliken_charge": [0.82, -0.39, -0.36, -0.10, -0.37, 0.41], "total_charge": 0, "multiplicity": 1, "orbital_gap_ev": [6.26, 6.28], "e_lumo_ev": [-3.06, -3.06], "homo_energy_ev": [-9.316, -9.333], "e_above_lowest_kj_mol": 225.4}

---

[4]
{"formula": "C41H37N4O7Ru", "method": "wB97M-V/def2-TZVPD", "elements": ["Ru", "C", "C", "C", "O", "C", "C", "O", "C", "O", "C", "C", "C", "C", "C", "C", "C", "C", "C", "C", "C", "C", "C", "O", "C", "C", "C", "C", "C", "C", "C", "C", "C", "C", "C", "C", "H", "H", "H", "H", "H", "H", "H", "H", "H", "H", "H", "H", "H", "H", "H", "H", "H", "H", "H", "H", "H", "H", "H", "H", "H", "H", "H", "H", "N", "C", "C", "C", "C", "C", "N", "C", "C", "C", "C", "C", "N", "H", "H", "H", "H", "H", "H", "H", "H", "H", "O", "N", "O", "O"], "positions_angstrom": [[1.472, -0.066, -1.130], [-4.109, 2.164, 1.315], [-3.337, 1.040, 1.997], [-4.068, 0.501, 3.214], [-2.045, 1.507, 2.368], [-1.053, 0.772, 1.663], [-1.848, 0.157, 0.511], [-3.127, -0.029, 1.095], [-1.348, -1.174, -0.122], [-0.439, -0.878, -1.138], [-0.812, -2.116, 0.972], [0.504, -2.553, 1.000], [0.971, -3.351, 2.036], [0.119, -3.730, 3.060], [-1.205, -3.315, 3.033], [-1.668, -2.520, 1.998], [-2.513, -1.840, -0.881], [-3.253, -1.067, -1.772], [-4.181, -1.651, -2.618], [-4.376, -3.025, -2.596], [-3.640, -3.804, -1.718], [-2.711, -3.216, -0.868], [0.151, 1.661, 1.242], [1.141, 0.852, 0.718], [-0.363, 2.745, 0.275], [-0.208, 2.594, -1.091], [-0.701, 3.526, -1.989], [-1.382, 4.636, -1.513], [-1.554, 4.799, -0.146], [-1.044, 3.865, 0.745], [0.776, 2.360, 2.462], [1.761, 3.314, 2.214], [2.363, 4.000, 3.255], [1.992, 3.737, 4.567], [1.046, 2.757, 4.820], [0.449, 2.060, 3.777], [-4.261, 2.993, 2.005], [-5.072, 1.781, 0.979], [-3.548, 2.528, 0.454], [-4.215, 1.297, 3.942], [-3.478, -0.294, 3.670], [-5.032, 0.096, 2.906], [-0.648, -0.020, 2.301], [-1.904, 0.889, -0.302], [1.168, -2.280, 0.194], [2.003, -3.680, 2.044], [0.478, -4.350, 3.872], [-1.881, -3.609, 3.826], [-2.697, -2.185, 1.983], [-3.087, 0.002, -1.826], [-4.746, -1.032, -3.304], [-5.090, -3.486, -3.268], [-3.779, -4.878, -1.695], [-2.132, -3.842, -0.204], [0.303, 1.713, -1.462], [-0.553, 3.380, -3.052], [-1.772, 5.372, -2.205], [-2.089, 5.661, 0.233], [-1.183, 3.998, 1.809], [2.059, 3.512, 1.191], [3.122, 4.741, 3.037], [2.442, 4.280, 5.389], [0.764, 2.530, 5.841], [-0.285, 1.301, 4.006], [3.834, -1.577, -3.155], [2.627, -2.169, -3.495], [2.604, -3.012, -4.610], [1.432, -3.660, -4.934], [0.305, -3.437, -4.152], [0.411, -2.574, -3.081], [1.547, -1.953, -2.751], [4.227, -1.055, -1.949], [5.508, -0.505, -1.835], [5.936, -0.059, -0.606], [5.093, -0.161, 0.499], [3.842, -0.691, 0.308], [3.409, -1.143, -0.892], [4.509, -1.499, -3.895], [3.505, -3.165, -5.189], [1.401, -4.343, -5.772], [-0.638, -3.918, -4.369], [-0.438, -2.353, -2.450], [6.140, -0.428, -2.710], [6.924, 0.366, -0.498], [5.394, 0.183, 1.477], [3.134, -0.788, 1.122], [3.200, 1.739, -1.300], [3.182, 1.725, -2.555], [3.985, 2.339, -3.233], [2.280, 1.008, -3.098]], "atomic_forces_ev_per_a": [[-2.3, 0.2, 0.8], [0.2, -0.1, 0.0], [-0.3, 0.1, 0.1], [0.2, -0.1, -0.1], [0.2, 0.1, 0.0], [0.3, -0.3, -0.1], [0.2, 0.0, -0.2], [0.0, 0.0, 0.1], [-0.2, -0.1, 0.8], [1.8, 0.9, -0.5], [-0.1, 0.3, -0.1], [-0.1, 0.0, -0.1], [0.0, -0.1, 0.0], [0.1, 0.0, 0.0], [-0.1, 0.0, 0.0], [0.0, 0.1, 0.1], [0.3, -0.1, -0.2], [-0.1, 0.0, -0.1], [0.0, 0.0, 0.0], [0.0, -0.1, 0.0], [0.0, 0.0, 0.0], [0.0, 0.1, 0.0], [-1.0, 0.9, 0.3], [1.5, -1.7, -2.6], [0.2, -0.2, 0.1], [0.0, 0.0, -0.1], [0.0, 0.1, 0.0], [0.0, 0.0, -0.1], [0.0, 0.0, 0.1], [0.0, 0.0, 0.0], [0.1, -0.2, -0.1], [0.1, 0.0, 0.0], [0.1, 0.0, -0.1], [0.0, -0.1, 0.0], [0.0, 0.0, 0.1], [0.0, 0.1, 0.0], [0.0, 0.0, 0.0], [0.0, 0.1, 0.0], [0.0, 0.0, 0.0], [-0.1, 0.0, 0.0], [0.0, 0.0, 0.0], [0.0, 0.0, 0.1], [0.0, 0.0, 0.1], [-0.1, -0.1, 0.0], [0.1, 0.0, -0.1], [0.0, 0.0, 0.0], [0.0, 0.0, 0.0], [0.0, 0.0, 0.0], [0.0, -0.1, 0.0], [0.0, 0.0, 0.0], [0.0, 0.0, 0.0], [0.0, 0.0, 0.0], [0.0, 0.0, 0.0], [0.0, 0.0, 0.0], [-0.2, 0.4, -0.2], [0.0, 0.0, 0.0], [0.0, 0.0, 0.0], [0.0, 0.0, 0.0], [0.0, 0.0, 0.0], [0.0, 0.0, 0.0], [0.0, 0.0, 0.0], [0.0, 0.0, 0.0], [0.0, 0.0, 0.0], [-0.1, 0.0, 0.0], [-0.2, 0.2, -0.1], [0.1, -0.2, 0.0], [0.0, 0.0, 0.0], [0.0, 0.1, 0.1], [0.1, -0.1, 0.0], [-0.3, -0.3, -0.1], [0.1, 1.2, 0.4], [0.2, -0.1, 0.6], [0.1, 0.0, 0.0], [-0.1, 0.0, 0.0], [0.0, 0.0, 0.1], [0.4, -0.3, -0.1], [0.4, 0.4, 0.4], [0.0, 0.0, -0.1], [0.0, 0.0, 0.1], [0.0, 0.0, -0.1], [0.0, 0.0, 0.1], [0.1, 0.1, 0.0], [0.0, 0.0, 0.0], [0.0, 0.0, 0.0], [0.0, 0.0, 0.0], [0.0, 0.1, 0.0], [-0.3, -0.5, -0.1], [0.7, 0.6, 0.1], [-0.6, -0.4, 0.3], [-1.0, -1.0, 0.7]], "mulliken_charge": [0.43, -1.57, 1.02, -1.81, -0.32, -1.00, -1.12, -0.45, 3.27, -0.52, -0.64, -0.60, -0.84, -0.75, -1.17, -0.03, -0.42, -0.45, -0.93, -0.57, -0.97, -0.13, 2.19, -0.09, -0.38, 0.81, -1.32, -0.64, -0.95, -0.14, -0.60, -0.49, -0.86, -0.53, -0.93, -0.31, 0.37, 0.38, 0.26, 0.39, 0.42, 0.37, 1.95, 1.14, 0.65, 0.47, 0.38, 0.43, 0.70, 0.32, 0.43, 0.42, 0.44, 0.40, 0.36, 0.52, 0.42, 0.43, 0.52, 0.45, 0.43, 0.42, 0.43, 0.41, 0.15, 0.33, -0.96, -0.41, -1.25, -0.73, 0.62, 0.59, -0.94, -0.30, -1.09, 0.11, -0.20, 0.26, 0.43, 0.44, 0.55, 0.65, 0.38, 0.41, 0.48, 0.52, -0.46, 1.20, -0.73, -0.56], "total_charge": 0, "multiplicity": 2, "orbital_gap_ev": [6.52, 7.26], "e_lumo_ev": [-1.94, -1.29], "homo_energy_ev": [-8.457, -8.547], "s_squared": 0.766, "e_above_lowest_kj_mol": 222.7}

---

[5]
{"formula": "C2H9NO4", "method": "wB97M-V/def2-TZVPD", "elements": ["O", "C", "N", "C", "O", "H", "H", "H", "H", "H", "O", "H", "H", "O", "H", "H"], "positions_angstrom": [[-3.467, -2.141, 1.510], [-3.245, -0.951, 1.567], [-2.054, -0.458, 1.095], [-0.887, -1.107, 0.609], [-0.080, -1.548, 1.710], [-3.928, -0.195, 1.966], [-1.966, 0.540, 1.225], [-1.157, -1.947, -0.029], [-0.242, -0.357, 0.110], [-0.101, -2.493, 1.610], [1.777, -0.638, -1.927], [1.236, -0.462, -1.158], [1.136, -1.052, -2.531], [4.383, 4.454, -1.628], [4.705, 4.707, -2.501], [3.888, 3.648, -1.626]], "atomic_forces_ev_per_a": [[-0.7, 0.2, 0.3], [1.5, -1.7, -0.9], [-0.9, 2.3, 0.2], [0.6, 0.1, 0.9], [-0.3, -0.1, -0.8], [0.0, 0.1, 0.0], [0.1, -0.1, 0.0], [0.0, 0.1, -0.1], [-0.8, -0.3, -0.1], [0.3, -0.7, 0.6], [-0.5, -0.3, -0.6], [0.1, 0.1, 0.4], [0.5, 0.2, 0.1], [0.6, 1.2, 0.5], [-0.4, -0.6, 0.1], [-0.3, -0.7, -0.6]], "mulliken_charge": [-0.55, 0.09, -0.14, -0.31, -0.52, 0.34, 0.22, 0.42, 0.10, 0.35, -0.66, 0.32, 0.33, -0.64, 0.32, 0.32], "smiles": "O=CNCO.O.O", "total_charge": 0, "multiplicity": 1, "orbital_gap_ev": 10.80, "e_lumo_ev": 0.39, "homo_energy_ev": -10.410, "e_above_lowest_kj_mol": 125.9}

---

[6]
{"formula": "C12H13BClN", "method": "wB97M-V/def2-TZVPD", "elements": ["Cl", "C", "C", "C", "C", "C", "C", "C", "C", "C", "C", "C", "H", "H", "H", "H", "H", "H", "H", "H", "H", "H", "H", "B", "C", "N", "H", "H"], "positions_angstrom": [[0.140, 5.484, -0.149], [-0.093, 3.784, -0.196], [-1.368, 3.252, -0.412], [-1.533, 1.859, -0.532], [-0.431, 0.999, -0.588], [-0.608, -0.518, -0.819], [-1.500, -1.152, -1.858], [-0.964, -2.316, -2.320], [0.430, -2.577, -1.761], [0.772, -1.243, -1.068], [0.797, 1.537, -0.178], [1.000, 2.916, -0.096], [-2.210, 3.927, -0.472], [-2.534, 1.448, -0.613], [-0.997, -0.879, 0.114], [-2.550, -0.846, -1.884], [-1.455, -3.037, -2.965], [1.148, -2.791, -2.551], [0.479, -3.421, -1.050], [1.357, -0.593, -1.731], [1.333, -1.375, -0.137], [1.645, 0.888, 0.065], [1.983, 3.334, 0.064], [1.143, -2.268, 4.416], [0.907, -0.867, 4.044], [0.703, 0.235, 3.646], [0.288, -2.928, 4.985], [2.118, -2.851, 4.046]], "atomic_forces_ev_per_a": [[0.0, 0.4, 0.1], [-0.1, -1.4, -0.7], [0.3, -0.5, 0.4], [0.4, 0.7, -0.6], [-0.5, -0.3, 0.7], [1.8, 0.1, 0.2], [0.3, -1.3, 0.0], [-0.3, 1.3, 0.7], [-0.2, 0.6, -0.1], [-0.6, 0.4, 0.1], [0.4, 0.1, -0.6], [-0.7, 0.1, 0.4], [-0.1, -0.1, 0.1], [0.0, 0.1, -0.3], [-0.3, -0.3, 0.9], [0.4, -0.1, -0.7], [-0.1, 0.2, 0.1], [0.1, -0.2, -0.1], [-0.3, 0.2, -0.3], [0.0, -0.2, 0.1], [-0.1, 0.0, -0.2], [-0.3, 0.2, -0.5], [0.1, -0.1, 0.2], [-0.3, -2.6, 0.4], [-0.9, 5.3, -1.8], [0.7, -3.7, 1.4], [0.5, 0.7, -0.2], [-0.1, 0.3, 0.1]], "mulliken_charge": [-0.22, 0.39, -0.65, -0.39, 0.09, 0.49, -0.51, -0.38, -0.67, -0.96, -0.18, -0.72, 0.39, 0.34, 0.26, 0.30, 0.41, 0.32, 0.30, 0.41, 0.26, 0.34, 0.37, -0.05, 0.45, -0.41, 0.00, 0.00], "smiles": "Clc1ccc([C@H]2C=CCC2)cc1.BC#N", "total_charge": 0, "multiplicity": 1, "orbital_gap_ev": 7.17, "e_lumo_ev": -1.48, "homo_energy_ev": -8.642, "e_above_lowest_kj_mol": 36.2}

---

- Among the records above, which one has the highest multiplicity?
  C41H37N4O7Ru

---

- Number 6 is which compound?
  C12H13BClN